#a
DFT (wB97M-V/def2-TZVPD) results for a molecular structure, C20H28NO2Zn.

Positions of all 52 atoms, in Å:
O (-3.3377, 4.7429, -1.0022)
C (-4.6874, 4.4278, -1.4769)
C (-4.2923, 4.6601, -2.9643)
H (-5.3993, 4.9564, -0.8669)
H (-4.8709, 3.3462, -1.4786)
C (-2.8451, 4.6234, -2.3810)
H (-4.5504, 5.5989, -3.4845)
H (-4.3715, 3.8273, -3.6336)
C (-1.9438, 5.7005, -2.9476)
H (-2.1788, 6.7575, -2.7263)
H (-2.0557, 5.5918, -4.0444)
H (-0.8981, 5.4817, -2.6863)
C (-2.2101, 3.2232, -2.4985)
H (-2.9063, 2.4356, -2.1476)
H (-1.2919, 3.1138, -1.8670)
H (-1.9282, 2.9938, -3.5368)
Zn (-0.1155, 2.0324, 2.2037)
C (-1.1741, -1.7839, -0.1383)
C (-0.9857, -1.7137, 1.2620)
C (-1.2872, -0.3511, 1.6817)
H (-0.7759, -2.5648, 1.9107)
C (-1.8383, 0.3109, 0.5370)
C (-1.8616, -0.6045, -0.5512)
H (-2.3173, -0.4912, -1.5354)
H (-0.8701, -2.5994, -0.8156)
H (-1.4224, -0.0220, 2.7056)
H (-2.1963, 1.3291, 0.5634)
C (1.9723, -0.1421, 0.4116)
C (1.3654, 0.4949, -0.6999)
C (1.2760, 1.8483, -0.4463)
H (0.9721, -0.0110, -1.5844)
C (1.6581, 2.0903, 0.9825)
C (2.2735, 0.8666, 1.4221)
H (3.0731, 0.7134, 2.1620)
H (2.3647, -3.6851, 0.8652)
H (1.0428, 2.6333, -1.1785)
H (1.9802, 3.0643, 1.3897)
O (-1.4395, 3.7470, 2.7462)
C (-1.5275, 4.9781, 1.9088)
C (-2.2896, 6.0834, 2.6446)
H (-2.0874, 4.7494, 1.0033)
H (-0.5014, 5.2810, 1.6699)
C (-2.4329, 5.5859, 4.0738)
H (-3.2673, 6.2850, 2.1570)
H (-1.6812, 7.0039, 2.5698)
C (-1.7073, 4.2288, 4.1191)
H (-3.5026, 5.5233, 4.3434)
H (-1.9503, 6.2600, 4.7868)
H (-2.1921, 3.4742, 4.7610)
H (-0.6836, 4.3707, 4.5025)
N (2.2913, -2.6849, 0.7005)
C (2.1413, -1.5255, 0.5527)

Properties
* total charge: -1
* LUMO energy (spin up / spin down): 2.6 / 2.6 eV
* Kohn-Sham gap (spin up / spin down): 3.54 / 3.88 eV

Mulliken population analysis, charges in e, atoms 1 to 4:
1 O -0.36
2 C -0.62
3 C -0.80
4 H 0.33



#b
DFT (wB97M-V/def2-TZVPD) results for a molecular structure, C20H28NO2Zn.

Positions of all 52 atoms, in Å:
O (2.4055, 4.9977, -2.2016)
C (3.0600, 4.8317, -3.4534)
C (4.4856, 4.6849, -2.7706)
H (2.6469, 5.5726, -4.1480)
H (2.9946, 3.8046, -3.8295)
C (3.6240, 4.4901, -1.4610)
H (5.2016, 5.4993, -2.7770)
H (5.0394, 3.7242, -2.8688)
C (4.2035, 5.2728, -0.2568)
H (4.2288, 6.3974, -0.3209)
H (5.2891, 4.9655, -0.2759)
H (3.6830, 4.9343, 0.6689)
C (3.3840, 2.9654, -1.1041)
H (3.0617, 2.3878, -1.9861)
H (2.5773, 2.8250, -0.3404)
H (4.2892, 2.4546, -0.7219)
Zn (-1.7644, 2.4958, -0.0644)
C (0.0667, -1.5552, -1.4692)
C (-1.3288, -1.2301, -1.5105)
C (-1.4373, 0.2146, -1.5189)
H (-2.1443, -1.9667, -1.5499)
C (-0.1416, 0.7252, -1.8100)
C (0.7904, -0.3871, -1.8233)
H (1.8396, -0.3956, -2.1269)
H (0.5073, -2.5053, -1.2617)
H (-2.3657, 0.7806, -1.7924)
H (0.0529, 1.7905, -1.8991)
C (-0.8295, -0.3463, 1.8774)
C (0.4918, 0.1361, 1.5254)
C (0.4767, 1.4988, 1.6735)
H (1.3341, -0.4812, 1.1267)
C (-0.9467, 1.9721, 1.8744)
C (-1.6959, 0.7548, 2.1606)
H (-2.5405, 0.5676, 2.8467)
H (-1.9076, -3.7758, 1.3960)
H (1.3701, 2.1339, 1.6959)
H (-1.2598, 2.9038, 2.3338)
O (-1.8188, 4.3519, -1.0680)
C (-0.7769, 5.4051, -0.7417)
C (-1.1096, 6.7501, -1.3626)
H (0.1743, 5.1702, -1.2005)
H (-0.6724, 5.4578, 0.3434)
C (-2.5796, 6.5695, -1.8402)
H (-0.4407, 6.9871, -2.2134)
H (-1.0408, 7.5038, -0.5893)
C (-3.0126, 5.1092, -1.4165)
H (-2.6660, 6.7371, -2.9158)
H (-3.2633, 7.2944, -1.3389)
H (-3.7139, 4.6342, -2.1457)
H (-3.5759, 5.1973, -0.4924)
N (-1.5576, -2.8239, 1.5736)
C (-1.1802, -1.6956, 1.6330)

Properties
* total charge: -1
* LUMO energy (spin up / spin down): 2.6 / 2.5 eV
* Kohn-Sham gap (spin up / spin down): 3.85 / 3.53 eV

Mulliken population analysis, charges in e, atoms 1 to 4:
1 O -0.35
2 C -0.58
3 C -0.84
4 H 0.31



According to the calculations, the structures order from most to least stable as #a, #b.